Entry 1:
This record from the OMol25 dataset describes a cluster of 3 separate species, C21H34F16N2O3P in total at a distorted geometry. The level of theory is ωB97M-V with the def2-TZVPD basis set.

Charge ... +1
E_HOMO ... -0.4482 Eh
2S+1 ... 1
Frontier orbital gap ... 0.339 Eh
E ... -84213.82613 eV

Last column: Löwdin charge in e.
Geometry (Å):
C (-1.76592, -0.76034, 1.38532)  -0.09
C (-2.52373, 0.49141, 0.93148)  -0.25
C (-3.17296, 0.32393, -0.44985)  -0.23
C (-4.54549, -0.38590, -0.36691)  -0.29
P (-4.88644, -1.51497, -1.70211)  0.94
N (-6.45082, -2.07610, -1.57262)  -0.09
C (-4.63739, -0.77366, -3.32661)  -0.27
C (-3.68847, -1.55171, -4.25289)  -0.21
C (-2.28991, -1.77407, -3.64385)  -0.20
C (-1.92694, -3.25590, -3.58132)  -0.21
N (-0.64291, -3.49875, -2.93350)  -0.09
C (-0.51575, -2.84004, -1.63349)  -0.07
C (-0.16775, -4.82773, -2.90515)  -0.49
C (-0.87205, -5.87417, -3.73364)  0.01
O (0.77236, -5.10615, -2.21672)  0.09
H (-1.17701, -1.17823, 0.55848)  0.05
H (-1.07804, -0.52784, 2.20072)  0.08
H (-2.44052, -1.54558, 1.74458)  0.08
H (-3.30472, 0.73218, 1.66162)  0.12
H (-1.82923, 1.33421, 0.88061)  0.09
H (-3.30541, 1.29949, -0.92559)  0.12
H (-2.47834, -0.24296, -1.08564)  0.08
H (-5.37858, 0.32691, -0.33925)  0.11
H (-4.60766, -0.98991, 0.54984)  0.10
H (-4.02855, -2.61042, -1.55385)  0.07
H (-6.54922, -3.01632, -1.20694)  0.08
H (-6.98831, -1.99953, -2.42842)  0.07
H (-5.63308, -0.69461, -3.78236)  0.10
H (-4.28617, 0.25210, -3.16508)  0.11
H (-3.60827, -0.96226, -5.17045)  0.12
H (-4.13827, -2.51029, -4.53496)  0.12
H (-2.26910, -1.33377, -2.63979)  0.05
H (-1.53172, -1.23874, -4.22194)  0.13
H (-2.74662, -3.81875, -3.09446)  0.12
H (-1.87097, -3.61027, -4.61511)  0.13
H (-0.60428, -1.75521, -1.73030)  0.05
H (-1.26756, -3.20325, -0.91201)  0.10
H (0.46458, -3.05628, -1.21339)  0.09
H (-1.10653, -5.54768, -4.74772)  0.08
H (-0.23009, -6.75297, -3.77142)  0.09
H (-1.81543, -6.14349, -3.24422)  0.09
C (1.88042, -0.12191, -1.68724)  -0.04
C (3.24952, 0.30287, -2.23659)  -0.44
C (4.44260, 0.16290, -1.28367)  -0.31
F (4.24340, 0.92510, -0.18765)  0.09
F (5.55632, 0.57669, -1.91339)  0.12
F (3.18253, 1.55675, -2.72078)  0.14
F (3.51153, -0.54213, -3.27565)  0.11
O (1.03112, 0.92319, -1.23874)  0.05
C (1.03392, 1.36946, 0.04609)  -0.52
C (1.38209, 2.86490, 0.13085)  -0.28
F (2.59067, 3.09271, -0.40676)  0.12
F (1.42103, 3.21471, 1.43600)  0.10
F (1.81143, 0.63295, 0.85268)  0.16
F (-0.24349, 1.25041, 0.51810)  0.06
H (1.34951, -0.53948, -2.54114)  0.14
H (1.98223, -0.91107, -0.94168)  0.14
H (4.56671, -0.87884, -0.97547)  0.18
H (0.63217, 3.45681, -0.39693)  0.18
C (4.02446, 4.93605, 4.77932)  -0.04
C (3.30170, 4.90154, 6.12727)  -0.44
C (4.00453, 4.19411, 7.28964)  -0.30
F (4.15565, 2.88084, 7.01432)  0.09
F (3.23492, 4.31657, 8.39255)  0.10
F (2.05387, 4.41223, 5.98044)  0.14
F (3.20448, 6.20825, 6.52396)  0.10
O (3.58784, 3.98411, 3.84238)  0.05
C (4.18448, 2.77341, 3.72452)  -0.55
C (3.17496, 1.64327, 3.95616)  -0.28
F (2.69401, 1.70613, 5.21489)  0.10
F (3.80373, 0.45673, 3.79315)  0.10
F (5.25336, 2.64207, 4.53415)  0.15
F (4.62939, 2.63679, 2.45257)  0.14
H (3.75251, 5.89756, 4.34642)  0.15
H (5.10681, 4.92255, 4.91021)  0.15
H (4.98138, 4.64449, 7.48266)  0.17
H (2.35143, 1.72492, 3.24622)  0.15

Entry 2:
This record from the OMol25 dataset describes a cluster of 2 separate species, C21H34F8O5P2 in total at a distorted geometry. The level of theory is ωB97M-V with the def2-TZVPD basis set.

Charge ... 0
E_HOMO ... -0.2978 Eh
SMILES ... FC(F)C(F)(F)C(F)(F)C(F)(F)COCC[PH3]CCc1ccccc1.CCOP(=O)(OCC)OCC
2S+1 ... 1
Frontier orbital gap ... 0.235 Eh
E ... -72864.98518 eV

Last column: natural (NBO) charge in e.
Geometry (Å):
F (5.64807, -6.74953, -1.57027)  -0.34
C (5.96313, -5.50051, -0.78242)  0.51
F (4.94418, -5.21273, 0.25304)  -0.34
C (6.11446, -4.28089, -1.91678)  0.60
F (7.19283, -3.31166, -1.58382)  -0.32
F (6.58528, -4.99081, -3.16484)  -0.33
C (4.67428, -3.60103, -2.30492)  0.60
F (4.80384, -3.14813, -3.74025)  -0.32
F (3.63959, -4.67791, -2.32664)  -0.32
C (4.25941, -2.28894, -1.41451)  0.64
F (4.58240, -1.08843, -2.27340)  -0.33
F (4.92206, -2.18767, -0.09405)  -0.34
C (2.61946, -2.34801, -1.09074)  -0.13
O (2.06023, -1.03630, -0.72972)  -0.54
C (0.89582, -1.14711, 0.16219)  -0.09
C (-0.16090, -2.34227, -0.21508)  -0.79
P (-1.75777, -2.25625, 0.87446)  0.82
C (-3.42381, -2.39061, 1.84293)  -0.74
C (-4.28946, -3.69903, 1.26328)  -0.47
C (-4.42089, -3.44152, -0.38039)  -0.02
C (-5.61307, -2.35420, -0.81697)  -0.25
C (-5.82683, -1.96957, -2.40896)  -0.22
C (-4.80741, -2.71083, -3.49778)  -0.24
C (-3.65544, -3.81516, -3.08415)  -0.23
C (-3.45287, -4.19602, -1.50024)  -0.26
H (6.99742, -5.73023, -0.24223)  0.21
H (2.04131, -2.69465, -2.07344)  0.22
H (2.51012, -3.17379, -0.25090)  0.22
H (0.29277, -0.12363, 0.04433)  0.21
H (1.17344, -1.21592, 1.30234)  0.18
H (-0.47579, -2.22303, -1.35261)  0.23
H (0.24997, -3.43082, -0.09115)  0.20
H (-1.78479, -3.72172, 0.79664)  -0.08
H (-1.07676, -1.60922, 1.96653)  -0.03
H (-2.39331, -1.49651, -0.20166)  -0.01
H (-3.28150, -2.42796, 3.01045)  0.22
H (-4.05876, -1.43947, 1.50150)  0.21
H (-5.36591, -3.71105, 1.77598)  0.24
H (-3.69211, -4.66964, 1.53236)  0.23
H (-6.29672, -1.86898, 0.02197)  0.24
H (-6.66848, -1.20278, -2.73264)  0.24
H (-4.90372, -2.43593, -4.64882)  0.23
H (-2.95305, -4.32474, -3.89473)  0.24
H (-2.63012, -4.95139, -1.10334)  0.24
C (2.70318, 4.19534, 1.69621)  -0.63
C (1.40296, 4.06617, 2.46696)  -0.07
O (0.51571, 5.13985, 2.17929)  -0.80
P (-0.61364, 5.01233, 0.95934)  2.27
O (-1.10696, 3.61207, 1.39917)  -0.92
O (-1.83017, 5.85660, 1.71981)  -0.78
C (-3.08601, 5.23984, 1.96389)  -0.06
C (-3.11782, 4.62317, 3.35341)  -0.63
O (-0.06247, 6.57681, 0.46793)  -0.67
C (1.24650, 6.80722, -0.00312)  -0.08
C (1.53093, 6.08101, -1.29695)  -0.63
H (2.52286, 4.14799, 0.61940)  0.20
H (3.39562, 3.39084, 1.96263)  0.22
H (3.19137, 5.15075, 1.91038)  0.20
H (0.95100, 3.09218, 2.27019)  0.19
H (1.61716, 4.10823, 3.53958)  0.18
H (-3.31642, 4.50327, 1.18693)  0.18
H (-3.85473, 6.01555, 1.89731)  0.18
H (-2.24760, 3.99679, 3.54845)  0.22
H (-4.01973, 4.01855, 3.48604)  0.21
H (-3.11136, 5.40719, 4.11829)  0.21
H (1.97491, 6.57067, 0.77016)  0.19
H (1.33841, 7.88637, -0.17638)  0.20
H (1.29959, 5.01504, -1.21945)  0.20
H (2.58286, 6.19612, -1.57562)  0.22
H (0.91328, 6.48662, -2.10445)  0.22